ORCA calculation (wB97M-V/def2-TZVPD) on a cluster of 2 separate species, C12H23O8 in total in a non-equilibrium geometry.

```
43
C12H23O8 | the OMol25 dataset | wB97M-V/def2-TZVPD
C 0.10125 2.00941 3.39913
C -0.74520 0.57992 3.30369
O -2.00282 0.72746 2.54784
C -1.75506 0.74904 1.08319
C -3.03532 0.14260 0.22448
O -3.33604 -1.27028 0.51288
C -2.64779 -2.18527 -0.41316
C -1.10696 -2.59309 0.08969
O -0.19299 -1.90046 -0.83315
C 1.22211 -2.20166 -0.54046
C 1.97575 -0.84526 0.04359
O 3.38195 -0.91952 -0.47141
C 3.91867 0.37884 0.04434
O 5.06890 0.58423 0.71804
O 2.84922 1.32655 -0.31892
C 1.57826 0.60816 -0.66695
O 1.60528 0.68665 -2.13536
C 0.27911 0.96157 -2.70902
C -0.33893 2.44091 -2.34286
H 0.47462 2.29158 2.31235
H -0.52974 2.85104 3.91383
H 1.04045 1.77751 4.06968
H -0.00551 -0.22248 2.85351
H -0.95117 0.22131 4.42400
H -0.81697 0.08033 0.85127
H -1.52960 1.85051 0.73086
H -2.86590 0.38498 -0.91200
H -3.97872 0.79341 0.55486
H -2.55609 -1.69540 -1.48782
H -3.26489 -3.19025 -0.57535
H -0.96829 -3.75664 0.13225
H -1.02492 -2.19157 1.20965
H 1.73287 -2.41885 -1.59695
H 1.35546 -3.13351 0.16094
H 2.10668 -0.82222 1.21436
H 0.80236 1.23147 -0.05142
H -0.49791 0.08181 -2.50257
H 0.42627 0.95407 -3.89379
H 0.12624 3.28216 -3.02358
H -1.50279 2.40534 -2.59076
H -0.22884 2.75606 -1.21991
O 3.09193 -1.79623 -3.24909
H 2.74507 -1.01426 -2.85993
```

Computed properties:
- total charge = -1
- DFT total energy (a.u.) = -1072.6281
- orbital gap (eV) = 5.009

ORCA calculation (wB97M-V/def2-TZVPD) on a cluster of 6 separate species, C12H24Br12 in total.

```
48
C12H24Br12 | the OMol25 dataset | wB97M-V/def2-TZVPD
Br 1.94175 -2.84307 0.90084
C 3.26979 -1.82388 1.93218
C 4.25874 -2.83709 2.49322
Br 5.27605 -1.97965 3.92105
H 2.72666 -1.31545 2.72695
H 3.66500 -1.03212 1.30210
H 4.98604 -3.14970 1.74911
H 3.68340 -3.71678 2.76596
Br -7.21189 -0.85816 -0.45667
C -6.73010 -0.39149 -2.29413
C -5.23065 -0.51027 -2.40367
Br -4.69064 -0.27921 -4.27747
H -7.01291 0.64657 -2.45509
H -7.29491 -1.01156 -2.98090
H -4.88603 -1.49329 -2.10093
H -4.72529 0.28702 -1.87266
Br 4.89760 2.97752 -2.68906
C 5.22155 3.21622 -0.74975
C 4.06814 2.50567 -0.04565
Br 3.62499 3.40649 1.63436
H 5.25843 4.28352 -0.55390
H 6.19241 2.83712 -0.44096
H 4.34152 1.48960 0.22114
H 3.17436 2.50394 -0.65344
Br -7.69713 -0.34003 4.12556
C -5.91048 -0.72020 3.38522
C -5.49256 0.50593 2.60710
Br -3.88795 0.07662 1.53566
H -5.98660 -1.50746 2.63975
H -5.23537 -0.93441 4.20420
H -5.27228 1.40154 3.17926
H -6.25480 0.74711 1.87093
Br 1.61355 -1.65531 -2.90690
C 3.17494 -0.92199 -2.00050
C 4.37948 -1.82849 -2.14133
Br 5.81002 -1.12340 -0.96252
H 2.83932 -0.75251 -0.98540
H 3.47221 0.04262 -2.41665
H 4.83809 -1.83240 -3.12338
H 4.11604 -2.85339 -1.88516
Br -2.29576 1.82988 -1.73319
C -0.88138 0.91786 -0.67086
C 0.09198 1.87949 -0.03311
Br 1.29431 0.72349 1.00721
H -0.41406 0.19972 -1.33980
H -1.42584 0.32363 0.05674
H -0.38966 2.53132 0.68442
H 0.70991 2.37840 -0.76980
```

Computed properties:
- SMILES = BrCCBr.BrCCBr.BrCCBr.BrCCBr.BrCCBr.BrCCBr
- DFT total energy (a.u.) = -31359.8123
- orbital gap (eV) = 10.235

ORCA calculation (wB97M-V/def2-TZVPD) on a structure of composition C12H24Cl12O6 in a non-equilibrium geometry.

```
54
C12H24Cl12O6 | the OMol25 dataset | wB97M-V/def2-TZVPD
C -1.68726 5.43902 -1.33694
O -1.74505 4.61903 -0.13488
C -2.03441 3.27912 -0.09306
O -2.35829 2.66765 -1.17471
O -1.95952 2.84956 1.11234
C -2.08482 1.39633 1.44510
H -0.85766 6.14492 -1.37626
H -2.58807 6.04152 -1.45361
H -1.50772 4.81887 -2.21517
H -1.71758 1.12484 2.43481
H -1.57230 0.79767 0.69209
H -3.13230 1.10522 1.36675
C 0.64697 -2.46863 2.96902
O 0.93089 -1.44810 2.04752
C 1.70303 -0.44419 2.52419
O 2.11169 -0.25861 3.67844
O 1.86389 0.34016 1.44717
C 2.55917 1.63207 1.64839
H 0.23442 -2.14128 3.92335
H 1.55307 -2.94360 3.34515
H -0.00893 -3.21513 2.52109
H 1.77432 2.37475 1.79166
H 3.20942 1.80259 0.79037
H 3.24140 1.65388 2.49820
C 1.04462 -3.02453 -2.44193
Cl 0.42006 -1.79979 -1.31607
Cl 1.25650 -4.51420 -1.47106
H 0.26291 -3.15530 -3.19021
H 1.97575 -2.61978 -2.83850
C -1.67239 -2.73349 1.74581
Cl -1.90932 -3.98204 3.04951
Cl -0.82071 -3.46660 0.42949
H -2.62351 -2.28706 1.45570
H -1.12458 -1.92972 2.23771
C -0.09171 -0.45061 0.19073
Cl 0.61367 1.11992 -0.25620
Cl -1.29914 -0.32582 1.45174
H -0.58801 -0.93704 -0.64900
H 0.72967 -1.07324 0.54538
C 0.64035 1.18507 -2.78632
Cl 1.61033 2.51538 -3.41585
Cl 1.43391 -0.39967 -2.78377
H 0.43396 1.31568 -1.72404
H -0.30920 1.08362 -3.31183
C -2.57334 -1.40455 -1.73291
Cl -2.50676 -1.66091 0.03124
Cl -1.46084 -0.15318 -2.33229
H -2.32858 -2.31791 -2.27509
H -3.57753 -1.25166 -2.12829
C 3.12470 -0.50014 -1.09948
Cl 4.84635 -0.83748 -1.07518
Cl 2.32351 -1.22603 0.29653
H 2.97161 0.57893 -1.08328
H 2.62322 -0.91550 -1.97361
```

Computed properties:
- DFT total energy (a.u.) = -6444.0820
- orbital gap (eV) = 7.733

ORCA calculation (wB97M-V/def2-TZVPD) on a structure of composition C12H24Cl2CrO4 in a non-equilibrium geometry.

```
43
C12H24Cl2CrO4 | the OMol25 dataset | wB97M-V/def2-TZVPD
Cr -2.90666 -3.85170 -26.18651
Cl -2.68829 -1.62542 -25.67218
Cl -4.19995 -3.79924 -28.07142
C 1.13492 -4.39213 -27.76728
C -0.31672 -4.29883 -28.05812
O -1.10145 -4.05992 -27.15891
C -0.75926 -4.46026 -29.46964
H 1.47764 -5.42833 -27.83020
H 1.34613 -4.03317 -26.76113
H 1.72422 -3.81120 -28.47589
H -0.33272 -5.36671 -29.90701
H -0.31271 -3.63093 -30.03405
H -1.83243 -4.41963 -29.62045
C -0.40882 -6.01149 -23.54157
C -0.87468 -4.60235 -23.64072
O -1.65004 -4.27692 -24.51069
C -0.40952 -3.61823 -22.63045
H 0.66629 -6.08276 -23.74599
H -0.88716 -6.60999 -24.31557
H -0.57307 -6.45650 -22.56179
H -1.00526 -2.70968 -22.68253
H 0.61680 -3.32980 -22.87605
H -0.46289 -4.05109 -21.63334
C -5.73111 -2.39228 -23.85815
C -5.39449 -3.80408 -24.19115
O -4.37638 -4.08394 -24.80173
C -6.32601 -4.89004 -23.76521
H -6.57887 -2.07730 -24.47239
H -4.88241 -1.73431 -24.01058
H -6.07997 -2.35781 -22.82316
H -5.91595 -5.86486 -24.00913
H -7.32429 -4.72744 -24.17059
H -6.44330 -4.85495 -22.67592
C -3.29217 -8.27904 -26.06202
C -3.03115 -7.02942 -26.84353
O -3.02460 -5.95742 -26.27440
C -2.74824 -7.13695 -28.30214
H -3.63691 -9.08644 -26.69853
H -4.00814 -8.07827 -25.26848
H -2.34174 -8.55987 -25.59710
H -1.68519 -7.32754 -28.47178
H -3.00752 -6.20218 -28.79849
H -3.32641 -7.94057 -28.75354
```

Computed properties:
- 2S+1 = 4
- total charge = +1
- DFT total energy (a.u.) = -2737.3670
- orbital gap (spin up / spin down) (eV) = 8.909 / 9.399

ORCA calculation (wB97M-V/def2-TZVPD) on a structure of composition C12H24ClIO7PS in a non-equilibrium geometry.

```
47
C12H24ClIO7PS | the OMol25 dataset | wB97M-V/def2-TZVPD
C -0.28544 -2.50996 3.84294
C -1.53040 -2.43123 2.86001
C -1.00199 -2.43931 1.36295
C -0.92649 -0.98046 0.68537
C -0.73679 0.15867 1.76673
C 0.04701 -0.91500 -0.55507
P -0.86243 -1.57387 -2.13671
O -2.41683 -0.86702 -2.22489
Cl -1.02145 -3.68137 -1.80313
O 1.16557 -1.84939 -0.50919
S 2.13467 -1.56576 -1.91472
O 2.16512 -2.53953 -3.14555
O 3.54469 -1.64683 -1.37883
O 1.58627 0.01365 -2.10680
C 0.73367 0.49484 -0.97499
C 1.89187 1.02859 -0.00591
C 2.65282 2.29871 -0.53688
O 3.56766 2.05485 -1.61941
C -0.13849 1.54668 -1.76553
C -1.54567 1.90757 -1.16210
C -1.60446 3.35003 -0.45433
O -0.36593 3.61736 0.23365
H 0.18320 -1.51395 4.05156
H -0.60633 -3.02750 4.79976
H 0.53477 -3.17009 3.42567
H -2.26200 -1.62198 3.10690
H -2.08860 -3.40929 3.00225
H -0.01692 -2.96830 1.35786
H -1.77184 -3.00786 0.75913
H -1.97477 -0.82539 0.27074
H 0.21235 -0.03763 2.33317
H -0.59116 1.16562 1.26525
H -1.62983 0.29850 2.44223
H -2.98781 -1.34245 -1.59198
H 1.50801 1.30610 1.01921
H 2.67683 0.23482 0.18071
H 3.29508 2.65715 0.33298
H 1.97595 3.18088 -0.75693
H 3.34597 2.73248 -2.27568
H 0.40233 2.51111 -1.97249
H -0.31914 1.09316 -2.78830
H -2.00415 1.16361 -0.46725
H -2.26549 1.99961 -2.03532
H -1.86048 4.11797 -1.23791
H -2.44915 3.27820 0.29471
H -0.61088 3.62259 1.17163
I 2.25108 -1.90857 -5.14549
```

Computed properties:
- total charge = -1
- DFT total energy (a.u.) = -2495.5860
- orbital gap (eV) = 3.940

ORCA calculation (wB97M-V/def2-TZVPD) on a structure of composition C12H24CoO13P in a non-equilibrium geometry.

```
51
C12H24CoO13P | the OMol25 dataset | wB97M-V/def2-TZVPD
Co -0.13121 -0.51347 0.75468
P -0.46618 -2.64236 1.45527
O 0.98155 -2.12255 0.96688
O -0.58324 -1.44750 2.44837
O -0.14269 -4.07322 1.84282
O -1.24389 -2.15429 0.22185
C -0.89352 -1.54516 -4.86081
C -0.48195 -0.84305 -3.59464
O 0.75676 -1.39834 -3.18398
C 1.25054 -0.93677 -2.04870
O 0.74491 -0.20797 -1.24572
O 2.46793 -1.45812 -1.89957
C 3.20894 -0.97602 -0.78980
H -0.13668 -1.46487 -5.64372
H -1.74872 -0.98603 -5.25518
H -1.16626 -2.59450 -4.77007
H -1.24988 -0.92753 -2.82201
H -0.37040 0.22186 -3.82970
H 4.11835 -1.57245 -0.76848
H 2.64693 -1.20252 0.12379
H 3.42898 0.09265 -0.81890
C 5.03838 0.47618 3.14082
C 3.69757 0.35701 2.44267
O 2.65863 0.85211 3.28789
C 1.50596 1.19881 2.77666
O 1.13690 0.94198 1.66335
O 0.76859 1.77346 3.72151
C -0.49980 2.20734 3.25864
H 5.78295 0.06198 2.45593
H 5.03542 -0.20123 3.99464
H 5.36316 1.48590 3.38531
H 3.46767 -0.70874 2.37132
H 3.70696 0.87193 1.48280
H -1.26411 1.42838 3.35525
H -0.49091 2.41980 2.19115
H -0.90725 3.01609 3.86188
C -5.32107 -0.77967 -0.35064
C -3.85865 -0.41592 -0.05367
O -3.53769 0.72366 -0.87986
C -2.38943 1.29089 -0.64869
O -1.53947 0.88739 0.09737
O -2.27921 2.38518 -1.40239
C -1.00671 2.99790 -1.45846
H -5.97412 0.06015 -0.12098
H -5.56451 -1.68929 0.19824
H -5.49878 -1.05727 -1.39231
H -3.15625 -1.23135 -0.22963
H -3.83829 -0.10240 0.98982
H -1.09106 3.96648 -1.94719
H -0.32812 2.34797 -2.01369
H -0.60704 3.18750 -0.46009
```

Computed properties:
- 2S+1 = 4
- total charge = -1
- DFT total energy (a.u.) = -3174.0532
- orbital gap (spin up / spin down) (eV) = 5.443 / 5.494